ORCA calculation (ωB97M-V/def2-TZVPD) on a 14-piece molecular cluster, C5H37NO15 overall in a non-equilibrium geometry.

Computed properties:
- Energy above the lowest of the compared OMol25 structures with the same formula, charge and spin: 177.27 kcal/mol
- HOMO-LUMO gap: 9.7 eV

Geometry as ORCA input:
```
! wB97M-V def2-TZVPD RIJCOSX def2/J DEFGRID3
* xyz 0 1
C -2.1443 -0.9071 -0.6980
C -3.4150 -0.5267 -1.4902
C -3.6423 -1.4930 -2.7216
O -4.4763 -0.4431 -0.5972
C -0.9071 -0.4735 -1.3607
N 0.3366 -0.6131 -0.7219
C 0.5855 -1.6690 0.2968
O -0.9512 0.3048 -2.3472
H -2.2366 -0.1021 0.1981
H -2.0982 -1.9476 -0.2088
H -3.3758 0.5543 -1.7073
H -2.7731 -1.4081 -3.3860
H -3.8485 -2.5554 -2.3709
H -4.5574 -1.1217 -3.2254
H -5.3145 -0.7723 -0.7810
H 1.1746 -0.4151 -1.3136
H 1.4779 -2.1575 0.0575
H 0.0690 -2.6755 0.4038
H 0.6543 -1.2030 1.3597
H 2.8975 2.6746 -3.0104
H 1.4305 3.1745 -2.5486
O 2.3681 3.4569 -2.6230
H 3.6440 -0.6650 1.5572
H 3.5156 -0.0562 0.1713
O 4.0129 -0.3168 0.7687
H 2.9320 1.3252 3.4468
H 4.1830 1.8496 2.6288
O 3.5176 2.1167 3.2510
H 0.3785 0.0074 -4.2764
H 0.8217 -1.1371 -4.9111
O 1.1359 -0.5421 -4.2518
H 2.9138 1.9512 0.0937
H 2.7922 1.4974 -1.3183
O 2.2828 1.6165 -0.5116
H 4.1085 -2.5446 3.1921
H 3.4812 -1.7816 4.4012
O 3.3420 -1.8574 3.4816
H 0.3900 0.6443 2.1019
H -0.1145 1.7959 2.7247
O 0.2283 0.9488 2.9175
H 3.6987 0.8559 -3.3297
H 2.3099 0.0058 -3.3145
O 2.9779 0.3794 -2.8120
H -0.4013 2.7373 -2.4239
H -0.7862 2.4358 -1.0235
O -0.6939 3.1296 -1.6222
H -1.9522 3.7432 2.4729
H -1.9594 3.0802 1.0007
O -1.8124 2.8775 2.0002
H -1.0144 -4.9111 1.3622
H -1.2315 -3.8996 2.6060
O -0.5882 -4.1396 1.8388
H -3.0592 0.1355 3.5836
H -1.5109 0.5818 3.7485
O -2.1017 -0.0708 3.4166
H -2.8826 -2.2269 2.7088
H -1.8953 -1.9891 1.6932
O -2.6266 -2.5569 1.9071
*
```